Entry from the OMol25 dataset: C16H17Cl2IrN4S4 as an isolated structure at a distorted geometry (ωB97M-V/def2-TZVPD).

Each line ends with the natural charge from an NBO analysis.
Atoms and positions in Å:
C  2.39701  -0.96573  -2.94367  -0.29
C  -2.60911  4.80818  0.57539  -0.20
N  -1.22760  -1.56009  0.10566  -0.58
H  -1.50385  0.61626  1.87434  0.25
H  0.61874  -4.22347  -0.81648  0.27
C  -2.61871  3.48744  0.16426  -0.08
H  1.74088  -0.26906  3.14262  0.23
C  1.09458  -2.27279  -4.57627  0.21
H  -0.70610  -0.22279  3.21050  0.22
Cl  1.23743  2.77870  -0.52304  0.00
H  1.18377  -2.53946  2.32077  0.23
H  -1.84987  -3.58408  -0.03686  0.23
S  -1.61782  1.15599  -0.79587  -0.11
N  0.96531  -2.99824  -5.45775  -0.19
H  0.71701  5.39342  0.35529  0.24
H  -3.54409  5.28425  0.83508  0.24
S  2.42878  0.17138  -1.66718  0.20
C  0.31423  -3.49937  -0.06279  -0.55
C  1.85223  -1.90195  1.74846  -0.54
S  1.60605  -2.21093  -0.03541  0.43
H  -1.15658  -2.87621  -1.49695  0.24
C  -0.22699  4.86922  0.31461  -0.22
H  -1.40558  6.53515  0.95866  0.24
C  3.65921  -1.43377  -3.41899  0.21
H  -2.07235  -1.17140  -0.31212  0.44
C  -1.36062  -1.49219  1.58736  -0.25
Ir  0.28540  -0.18871  -0.66629  0.48
H  0.58456  1.18141  1.56755  0.43
H  -2.40801  -1.59101  1.87393  0.24
C  -1.05691  -2.93464  -0.41590  -0.25
C  1.19700  -1.38163  -3.46422  -0.28
H  0.34788  -4.00472  0.90149  0.24
N  0.48480  0.17119  1.48318  -0.62
H  2.87201  -2.20714  1.97866  0.27
C  1.70867  -0.41890  2.06013  -0.24
S  -0.26821  -0.78980  -2.80702  0.24
N  4.68272  -1.82122  -3.76807  -0.19
C  -0.80769  -0.18191  2.12343  -0.25
C  -1.44355  2.81304  -0.19643  -0.14
Cl  -4.13566  2.65403  0.09632  0.04
C  -1.41333  5.50027  0.64670  -0.19
H  2.54947  0.12082  1.62321  0.24
C  -0.25810  3.54815  -0.09395  -0.09
H  -0.83699  -2.34767  2.00762  0.20

Orbital gap (alpha / beta)   7.162 / 5.245 eV
Net charge   +1
Multiplicity   2

=====

Entry from the OMol25 dataset: one molecule with the formula C16H17Cl2NO4 at a distorted geometry (ωB97M-V/def2-TZVPD).

Each line ends with the natural charge from an NBO analysis.
Atoms and positions in Å:
N  2.35012  0.81798  4.26875  -0.14
H  0.70955  -1.69127  -0.49952  0.22
C  -0.06094  1.94783  -1.50110  -0.24
C  -0.46874  0.63397  -1.34067  -0.24
H  -0.45180  -2.28340  5.08442  0.27
Cl  0.57393  4.11936  -2.97148  0.01
H  -0.85099  -0.97045  6.19944  0.23
C  -0.62920  0.40564  -3.71937  -0.07
C  0.68408  -0.52257  4.80601  0.38
C  -0.80213  -0.25222  2.71369  -0.10
H  0.52381  -3.22307  -1.35137  0.22
H  -0.55377  0.23679  -0.34281  0.22
C  -0.22207  1.71406  -3.88902  -0.23
H  -1.61100  -0.69984  3.29849  0.22
C  1.48809  0.86033  3.29001  0.17
H  -1.91223  -2.99612  -1.38925  0.20
H  -1.14447  0.66395  2.22665  0.20
O  -1.18602  -1.44881  -2.40695  -0.48
Cl  -0.98770  -0.56371  -5.09603  0.03
O  1.86237  -0.03051  5.20900  -0.27
C  -0.52848  -2.45195  1.88051  0.81
H  -1.83475  -1.49644  -0.44093  0.18
C  -0.03530  -1.47528  5.68258  -0.69
C  1.69464  1.69375  2.08121  -0.65
H  1.66474  1.07328  1.18705  0.23
H  -0.76312  -4.13613  0.62461  0.24
C  0.06181  2.48326  -2.77024  -0.05
O  -0.90439  -2.91717  2.92498  -0.61
C  0.37702  0.01569  3.58124  -0.23
C  0.06024  -2.55913  -0.61944  -0.43
H  -0.12817  2.12533  -4.88068  0.24
H  0.16372  2.55337  -0.63785  0.23
H  0.65178  -1.87656  6.42200  0.24
C  -0.07171  -3.29509  0.70934  -0.51
C  -0.76196  -0.16319  -2.44304  0.27
H  2.65677  2.19235  2.14511  0.25
C  -1.29994  -2.11716  -1.16799  -0.06
O  -0.45851  -1.14186  1.63623  -0.53
H  0.90670  2.44256  2.00803  0.22
H  0.89915  -3.70811  0.99708  0.25

Orbital gap   9.257 eV
Net charge   0

=====

Which value of net charge does entry 1 give?
+1

=====

Repeat the second record exactly.
Entry from the OMol25 dataset: one molecule with the formula C16H17Cl2NO4 at a distorted geometry (ωB97M-V/def2-TZVPD).

Each line ends with the natural charge from an NBO analysis.
Atoms and positions in Å:
N  2.35012  0.81798  4.26875  -0.14
H  0.70955  -1.69127  -0.49952  0.22
C  -0.06094  1.94783  -1.50110  -0.24
C  -0.46874  0.63397  -1.34067  -0.24
H  -0.45180  -2.28340  5.08442  0.27
Cl  0.57393  4.11936  -2.97148  0.01
H  -0.85099  -0.97045  6.19944  0.23
C  -0.62920  0.40564  -3.71937  -0.07
C  0.68408  -0.52257  4.80601  0.38
C  -0.80213  -0.25222  2.71369  -0.10
H  0.52381  -3.22307  -1.35137  0.22
H  -0.55377  0.23679  -0.34281  0.22
C  -0.22207  1.71406  -3.88902  -0.23
H  -1.61100  -0.69984  3.29849  0.22
C  1.48809  0.86033  3.29001  0.17
H  -1.91223  -2.99612  -1.38925  0.20
H  -1.14447  0.66395  2.22665  0.20
O  -1.18602  -1.44881  -2.40695  -0.48
Cl  -0.98770  -0.56371  -5.09603  0.03
O  1.86237  -0.03051  5.20900  -0.27
C  -0.52848  -2.45195  1.88051  0.81
H  -1.83475  -1.49644  -0.44093  0.18
C  -0.03530  -1.47528  5.68258  -0.69
C  1.69464  1.69375  2.08121  -0.65
H  1.66474  1.07328  1.18705  0.23
H  -0.76312  -4.13613  0.62461  0.24
C  0.06181  2.48326  -2.77024  -0.05
O  -0.90439  -2.91717  2.92498  -0.61
C  0.37702  0.01569  3.58124  -0.23
C  0.06024  -2.55913  -0.61944  -0.43
H  -0.12817  2.12533  -4.88068  0.24
H  0.16372  2.55337  -0.63785  0.23
H  0.65178  -1.87656  6.42200  0.24
C  -0.07171  -3.29509  0.70934  -0.51
C  -0.76196  -0.16319  -2.44304  0.27
H  2.65677  2.19235  2.14511  0.25
C  -1.29994  -2.11716  -1.16799  -0.06
O  -0.45851  -1.14186  1.63623  -0.53
H  0.90670  2.44256  2.00803  0.22
H  0.89915  -3.70811  0.99708  0.25

Orbital gap   9.257 eV
Net charge   0

=====

The highest net charge belongs to which entry?
C16H17Cl2IrN4S4

=====

Which of these has the lowest net charge?
C16H17Cl2NO4